Computed, not measured: a cluster of 18 separate species, C31H99ClN4O21P in total at a distorted geometry, with ωB97M-V/def2-TZVPD.

Results
largest force on an atom: 5.3 eV Å⁻¹
total energy: -3840.43265 a.u.
HOMO level: -11.1 eV
total charge: +1
HOMO-LUMO gap: 7.56 eV

```
157
Properties=species:S:1:pos:R:3:forces:R:3
C -6.71168 -1.07368 -5.00998 -1.510 -0.777 0.190
O -5.49041 -1.00378 -4.23981 0.306 0.727 -0.900
C -4.42195 -0.33805 -4.94371 1.109 1.083 -1.566
C -2.97866 -1.00148 -4.77280 0.215 -0.040 -0.092
C -2.59388 -1.38781 -3.25441 -0.978 -1.018 -0.566
C -1.91417 -2.83907 -3.28505 -0.287 -0.692 0.575
C -0.56052 -2.99540 -2.44423 -0.866 -2.134 -1.435
N -0.55445 -2.33578 -1.10159 0.012 -1.644 1.656
C -1.34364 -2.78332 -0.10531 -0.457 -0.610 1.260
N -1.36279 -2.21332 1.22689 -0.848 -0.517 -3.676
C -2.00935 -0.86452 1.30078 1.487 2.901 1.244
C -1.10036 0.02098 2.33744 -0.220 -0.327 0.376
C -1.92228 0.55096 3.61213 1.639 1.280 0.410
C -1.06201 0.21707 4.95094 -0.601 -0.095 -0.164
O 0.31078 0.70818 4.83744 -0.189 -0.827 -0.186
N -2.20451 -3.93510 -0.36268 0.855 1.038 0.891
C -1.63570 -5.23955 0.05625 0.977 -1.124 -1.386
C -3.62834 -3.72479 -0.05141 -1.208 -0.797 -0.821
C -4.09997 -4.00843 1.44626 -1.205 4.135 2.887
O -4.38453 -3.04278 2.20168 1.304 -4.095 -3.166
Cl -4.31982 -5.67996 2.15430 0.355 1.280 -1.148
P 0.59575 -0.95258 -0.84827 1.804 2.764 0.869
N 1.97911 -1.12806 -1.95209 -1.259 -0.446 1.414
O 1.35712 -1.10514 0.70229 -0.774 -1.646 -2.741
H -7.62960 -0.86279 -4.33830 1.659 -0.215 -0.814
H -6.78353 -0.33729 -5.87566 0.420 -0.978 1.095
H -6.85744 -2.16117 -5.37293 0.327 1.745 0.257
H -4.32625 0.78642 -4.68887 -0.488 -1.697 -0.020
H -4.65275 -0.35583 -6.07900 0.412 0.005 1.755
H -2.95525 -1.90961 -5.49151 -0.041 1.143 1.558
H -2.12141 -0.32131 -5.14695 -1.757 -0.688 0.359
H -3.57697 -1.50133 -2.65752 1.513 0.283 -0.865
H -1.97575 -0.59892 -2.71191 -0.634 -0.917 -0.942
H -2.68559 -3.59575 -2.87182 1.305 1.201 -0.646
H -1.67969 -3.22887 -4.34894 -0.245 0.957 1.693
H 0.30201 -2.70826 -3.12737 -0.883 0.189 1.560
H -0.43674 -4.12838 -2.24753 -0.004 1.840 -0.374
H -1.69264 -2.87037 1.94334 -0.101 0.324 -0.665
H -1.94728 -0.28472 0.30263 -0.372 -1.443 1.340
H -3.06570 -0.85559 1.72351 1.267 -0.575 -0.933
H -0.56876 0.88355 1.79108 -0.934 -1.349 0.842
H -0.26213 -0.65519 2.74195 -1.226 0.956 -0.765
H -2.99253 0.16895 3.69255 1.493 0.390 -0.022
H -1.92517 1.70543 3.55315 -0.375 -1.790 0.079
H -1.02290 -0.91993 5.03391 -0.240 1.431 0.289
H -1.50486 0.72942 5.87944 0.362 -1.146 -1.504
H 0.93317 -0.01857 5.06275 -0.869 0.536 -0.157
H -1.72011 -5.49474 1.16433 0.113 0.460 -1.447
H -2.14005 -6.05251 -0.59396 0.647 1.181 1.323
H -0.53052 -5.24781 -0.28593 -1.674 -0.029 0.810
H -3.94585 -2.66880 -0.38038 0.490 -1.537 0.983
H -4.23525 -4.44455 -0.72610 1.022 0.986 1.067
H 2.86676 -1.04150 -1.43576 -0.573 -0.096 -0.469
H 1.91853 -0.44934 -2.72103 0.065 -0.370 0.596
H 1.75617 -2.00325 0.79253 -0.178 0.778 0.108
C -4.26026 2.65069 -2.37099 -0.126 -0.166 -0.096
O -4.08895 1.54062 -1.49986 0.093 -0.356 0.134
H -3.74268 3.51333 -1.95120 -0.025 -0.157 0.042
H -3.83620 2.41692 -3.35061 -0.023 0.259 -0.061
H -5.32427 2.87977 -2.46821 0.061 0.179 -0.130
H -4.55683 0.79338 -1.89617 0.063 0.169 0.089
C -0.29971 2.82728 -5.39356 0.275 0.195 0.057
O -0.50576 1.42932 -5.20562 -0.123 -0.635 0.187
H -0.77676 3.13274 -6.32459 -0.041 -0.114 0.143
H -0.74480 3.37814 -4.56129 0.015 0.191 -0.136
H 0.77059 3.03565 -5.44990 -0.164 0.232 -0.021
H -0.07447 1.18786 -4.37695 -0.096 0.112 -0.215
C -0.48212 5.82178 -8.10572 -0.213 0.244 -0.097
O -1.20336 5.76414 -6.87968 -0.123 -0.015 0.391
H -0.09771 4.82746 -8.33563 -0.005 0.073 0.150
H -1.14707 6.14740 -8.90837 0.290 -0.080 -0.053
H 0.35386 6.51889 -8.00709 0.110 -0.103 -0.216
H -1.53119 6.65373 -6.70005 0.032 -0.259 -0.012
C 3.83359 3.74518 -4.43113 -0.226 0.107 0.066
O 2.70435 4.18279 -5.18007 -0.141 0.188 -0.157
H 3.94655 2.66973 -4.55957 -0.118 0.174 -0.110
H 4.73210 4.24933 -4.79431 0.133 -0.158 0.204
H 3.68151 3.96919 -3.37423 0.277 -0.067 -0.039
H 2.62813 5.13622 -5.04868 -0.092 -0.231 -0.104
C 2.78969 2.86530 -8.56078 0.309 0.112 0.121
O 3.06158 4.22540 -8.86316 0.057 0.147 -0.071
H 1.76419 2.63706 -8.85245 0.090 0.111 -0.003
H 3.47626 2.22157 -9.11765 -0.123 -0.211 0.033
H 2.90667 2.69729 -7.48684 -0.124 -0.170 0.008
H 3.97235 4.40061 -8.59610 -0.255 0.052 -0.053
C 6.06088 4.99027 -1.31844 -0.087 0.292 0.067
O 4.93598 5.42746 -2.06355 -0.108 0.267 -0.077
H 6.17453 3.91330 -1.44704 -0.091 0.095 -0.076
H 6.96021 5.49415 -1.68201 0.161 -0.141 0.168
H 5.90842 5.21397 -0.25989 0.230 -0.097 0.044
H 4.86104 6.38285 -1.93036 -0.063 -0.183 0.082
C 0.39272 -3.41239 4.58063 0.033 -0.030 -0.161
O 1.53450 -2.58838 4.78106 0.226 0.236 -0.068
H -0.07167 -3.61368 5.54520 0.166 -0.003 -0.099
H -0.32283 -2.89501 3.93435 -0.143 -0.079 -0.005
H 0.69727 -4.35633 4.12204 -0.221 -0.106 0.090
H 1.92525 -2.42628 3.91268 0.012 0.057 0.265
C 2.28786 3.56795 4.16660 -0.120 -0.241 0.081
O 3.19155 2.48816 4.33835 0.171 -0.224 -0.021
H 2.85645 4.47072 3.94165 0.047 -0.148 0.027
H 1.61004 3.35052 3.33706 -0.129 0.213 0.035
H 1.71755 3.71880 5.08631 -0.127 0.178 -0.117
H 2.66234 1.70494 4.53567 0.059 0.236 -0.024
C 4.06770 -3.21184 7.76051 -0.216 0.039 -0.201
O 4.49285 -3.38992 6.41706 -0.061 -0.101 -0.269
H 4.94660 -3.10758 8.39704 -0.044 -0.023 -0.128
H 3.45689 -2.30892 7.83728 -0.015 -0.035 0.222
H 3.48916 -4.08158 8.08302 -0.020 0.076 0.231
H 3.69588 -3.47933 5.87592 0.167 0.125 0.123
C -4.81797 1.24772 6.30103 -0.015 -0.338 0.072
O -3.91239 0.16936 6.47321 0.095 -0.133 -0.188
H -4.25057 2.15186 6.07733 0.008 -0.107 0.030
H -5.49569 1.03190 5.47059 -0.124 0.226 0.009
H -5.39056 1.39876 7.21972 -0.106 0.192 -0.086
H -4.44030 -0.61755 6.67004 0.091 0.104 0.235
C -0.80919 7.38816 -11.99492 -0.084 0.230 0.031
O -1.53139 7.33369 -10.77266 -0.163 0.156 0.067
H -0.42643 6.39302 -12.22179 -0.080 0.072 0.115
H -1.47206 7.71273 -12.80087 0.168 -0.045 -0.150
H 0.02796 8.08388 -11.89811 0.077 -0.068 -0.207
H -1.85849 8.22464 -10.59549 0.028 -0.243 0.005
C 7.45120 -4.83459 7.44346 -0.198 -0.241 -0.054
O 7.61686 -5.91589 8.35066 0.029 -0.205 0.140
H 7.94783 -3.95349 7.85070 0.003 -0.153 0.040
H 7.90120 -5.09057 6.48067 -0.033 0.235 -0.090
H 6.38836 -4.62250 7.31356 0.124 0.178 -0.210
H 7.16985 -6.68060 7.96772 0.142 0.152 0.160
C -0.69349 -6.05975 7.77567 0.227 -0.118 0.113
O 0.22501 -5.98652 6.69143 0.268 0.046 -0.228
H -1.65091 -5.64896 7.45613 0.128 -0.089 -0.031
H -0.82906 -7.10139 8.07229 -0.186 0.137 0.127
H -0.31378 -5.47764 8.61899 -0.203 -0.049 0.118
H 1.06142 -6.35593 7.00130 -0.176 0.099 -0.142
C -5.39281 -3.30379 8.09296 -0.196 -0.002 0.086
O -5.55875 -1.89721 7.97801 -0.081 0.193 -0.074
H -4.45309 -3.58712 7.61845 -0.075 0.121 0.039
H -5.36415 -3.58626 9.14809 0.060 -0.181 -0.065
H -6.21884 -3.81481 7.59230 0.103 -0.189 0.033
H -6.39518 -1.67256 8.40466 0.228 0.085 -0.126
C 6.26423 1.59668 -5.96817 0.222 -0.095 0.136
O 5.99181 1.74788 -4.58219 0.193 -0.209 0.277
H 5.44895 2.04465 -6.53753 0.014 -0.012 0.144
H 7.19990 2.10312 -6.21757 -0.045 -0.043 -0.221
H 6.33740 0.53494 -6.21641 0.013 0.057 -0.236
H 6.72589 1.34463 -4.10156 -0.183 0.132 -0.068
C 6.29861 8.77702 -2.36271 -0.071 0.320 0.052
O 5.58019 8.71277 -1.13875 -0.150 -0.114 0.112
H 6.68366 7.78408 -2.59737 -0.049 0.070 0.081
H 5.63064 9.10492 -3.16329 0.187 -0.037 -0.173
H 7.13375 9.47434 -2.26282 0.075 -0.081 -0.225
H 5.25045 9.60096 -0.95343 0.021 -0.264 0.061
C -3.00022 -8.74790 9.28499 -0.258 0.071 0.143
O -3.16548 -7.34177 9.16623 -0.127 0.221 0.000
H -2.06062 -9.03301 8.81102 -0.079 0.108 0.024
H -2.97154 -9.02809 10.34078 0.061 -0.217 -0.071
H -3.82641 -9.26006 8.78574 0.115 -0.207 0.032
H -4.00185 -7.11640 9.59246 0.228 0.013 -0.095
```
Positions in Å, forces in eV/Å.